# 1
C21H35BN5O2Ru as an isolated structure. Source: the Open Molecules 2025 dataset; level of theory: wB97M-V/def2-TZVPD.

XYZ file:
```
65
Properties=species:S:1:pos:R:3
Ru 0.099 -0.237 0.474
C -2.759 -2.634 2.688
C -1.917 -1.926 1.683
N -0.944 -1.144 1.980
C -0.543 -0.889 3.368
C 0.905 -0.472 3.339
N 1.070 0.535 2.263
C 2.473 0.977 2.111
C 2.640 1.783 0.804
N 1.353 1.931 0.106
C 1.504 2.183 -1.333
C 1.652 0.849 -2.060
N 0.568 -0.021 -1.624
C -0.125 -0.706 -2.462
C 0.096 -0.732 -3.942
C -1.204 -1.505 -1.844
C -2.128 -2.302 -2.505
C -3.061 -3.006 -1.763
C -3.050 -2.916 -0.379
C -2.108 -2.104 0.228
N -1.222 -1.410 -0.511
H -2.970 -1.996 3.544
H -2.237 -3.525 3.048
H -3.707 -2.952 2.262
H -0.674 -1.772 3.993
H -1.175 -0.091 3.770
H 1.528 -1.329 3.085
H 1.221 -0.080 4.308
H 0.504 1.344 2.517
H 3.085 0.077 2.068
H 2.783 1.552 2.985
H 3.311 1.235 0.144
H 3.095 2.756 0.996
H 0.818 2.690 0.515
H 2.371 2.813 -1.549
H 0.617 2.704 -1.692
H 2.589 0.355 -1.791
H 1.645 1.020 -3.134
H 1.154 -0.827 -4.178
H -0.275 0.189 -4.397
H -0.421 -1.565 -4.409
H -2.122 -2.379 -3.582
H -3.788 -3.632 -2.260
H -3.763 -3.473 0.210
C 4.086 -3.463 -1.063
C 3.316 -2.969 0.143
C 4.267 -2.562 1.256
O 2.570 -1.760 -0.241
B 1.394 -1.788 0.454
O 1.171 -2.962 1.122
C 2.175 -3.916 0.629
C 2.557 -4.851 1.755
C 1.512 -4.682 -0.507
H 4.852 -2.736 -1.332
H 3.437 -3.615 -1.923
H 4.585 -4.405 -0.832
H 4.912 -1.758 0.901
H 4.899 -3.397 1.556
H 3.724 -2.215 2.139
H 2.888 -4.309 2.639
H 3.360 -5.517 1.436
H 1.701 -5.466 2.029
H 1.226 -4.012 -1.321
H 0.616 -5.172 -0.127
H 2.176 -5.448 -0.907
```

Values from the calculation:
- multiplicity = 2
- net charge = +2
- molar mass (g mol⁻¹) = 501.4
- highest occupied orbital energy (spin up / spin down) (eV) = -13.92 / -14.56
- E_LUMO (spin up / spin down) (eV) = -6.88 / -7.01

=====

# 2
A 4-piece molecular cluster, C5H12NO2 overall in a non-equilibrium geometry. Source: the Open Molecules 2025 dataset; level of theory: wB97M-V/def2-TZVPD.

XYZ file:
```
20
Properties=species:S:1:pos:R:3
O -0.950 1.499 1.823
C -0.044 0.796 1.688
C 0.788 0.137 0.787
N -0.496 -1.089 -1.501
C -0.503 0.186 -2.100
C 0.659 1.131 -1.717
C 0.638 1.454 -0.285
H 2.545 -1.907 5.630
H 0.842 -0.919 0.503
H -0.601 -1.915 -2.094
H 2.014 -2.434 6.172
H -0.580 0.049 -3.195
H -1.459 0.677 -1.754
H 0.692 1.938 -2.434
H 1.583 0.525 -1.897
H -0.245 2.175 -0.195
H 1.486 2.041 0.046
H -1.589 -1.147 -0.398
H -2.631 -2.006 0.491
O -2.148 -1.190 0.429
```

Values from the calculation:
- net charge = +1
- molar mass (g mol⁻¹) = 118.2
- highest occupied orbital energy (eV) = -13.29
- E_LUMO (eV) = -8.80

=====

# 3
A 6-piece molecular cluster, C5H24N2O5 overall in a non-equilibrium geometry. Source: the Open Molecules 2025 dataset; level of theory: wB97M-V/def2-TZVPD.

XYZ file:
```
36
Properties=species:S:1:pos:R:3
C -0.543 2.029 -1.654
C -1.677 1.091 -1.699
N -1.351 -0.409 -1.709
C -0.133 -0.740 -1.054
C -0.294 -1.951 -0.126
N -0.748 -1.635 1.272
C -2.004 -0.985 1.646
H 0.343 1.631 -2.155
H -0.873 2.983 -2.139
H -0.117 2.339 -0.781
H -2.455 1.212 -0.955
H -2.074 1.230 -2.650
H -1.405 -0.675 -2.618
H 0.643 -0.975 -1.758
H 0.261 -0.078 -0.341
H 0.780 -2.461 -0.148
H -1.073 -2.668 -0.468
H 0.074 -1.181 1.797
H -2.868 -1.303 1.051
H -1.962 0.078 1.467
H -2.372 -1.191 2.678
O 0.251 -2.854 3.362
H -0.165 -2.081 3.581
H 0.016 -3.101 2.319
O 2.604 1.855 -0.983
H 2.499 1.298 -0.250
H 1.824 2.427 -0.952
O 1.735 0.235 1.872
H 2.106 -0.321 1.179
H 2.422 0.001 2.597
O -0.698 2.369 1.416
H -0.086 2.307 2.189
H -1.229 1.607 1.501
O 2.680 -0.275 -2.669
H 3.076 0.533 -3.070
H 2.813 -0.344 -1.746
```

Values from the calculation:
- molar mass (g mol⁻¹) = 192.3
- highest occupied orbital energy (eV) = -8.36
- structure (SMILES) = CCNCCNC.O.O.O.O.O
- E_LUMO (eV) = -0.06

=====

> Among the records above, which one has the lowest molar mass?

C5H12NO2

=====

> Which value of molar mass does entry 1 give?

501.4 g mol⁻¹

=====

> Look up the molar mass of the first one.

501.4 g mol⁻¹